Entry 1:
# C24H25N6O9PtSSi

A structure of composition C24H25N6O9PtSSi (ωB97M-V/def2-TZVPD, the Open Molecules 2025 dataset).

As for the spin multiplicity: 5. Its expectation value of S² is 6.041. The HOMO energy (alpha / beta) is -2.828 / -6.104 eV. The total energy comes out at -2742.17798 Eh. The lowest unoccupied orbital energy (alpha / beta) is 1.92 / -0.59 eV. As for the maximum force: 1.892 eV Å⁻¹. As for the charge: -1. The value obtained for the energy above the lowest of the compared OMol25 structures with the same formula, charge and spin is 2.0 kcal/mol.

Each line ends with the Mulliken spin population.
Atoms and positions in Å:
Pt 0.81 -0.40 1.61  1.406
N 2.53 -1.04 0.21  0.150
C 3.56 -1.72 0.99  0.020
C 3.66 -1.21 2.42  -0.045
O 4.69 -1.30 3.06  0.160
N 2.47 -0.73 2.91  0.507
C 2.38 -0.16 4.16  0.110
C 1.76 1.40 3.99  0.042
O 2.02 2.07 4.96  0.186
O 1.11 1.57 2.95  0.122
H 2.26 -1.55 -0.61  -0.017
H 2.83 -0.11 -0.08  -0.021
H 4.55 -1.64 0.54  0.002
H 3.31 -2.78 1.06  0.001
H 3.32 -0.11 4.70  0.012
H 1.58 -0.61 4.75  0.028
O -0.72 1.96 -1.36  0.015
C 0.61 1.75 -1.26  -0.002
O 1.11 1.40 -0.21  0.007
C 1.37 1.91 -2.52  -0.193
C 0.71 2.25 -3.69  0.193
C 1.45 2.29 -4.90  0.079
C 2.81 1.99 -4.92  -0.001
C 3.43 1.65 -3.74  0.043
C 2.73 1.62 -2.51  0.363
N 4.82 1.30 -3.77  0.027
O 5.44 1.40 -4.83  0.078
O 5.33 0.91 -2.72  0.030
N 0.80 2.61 -6.11  0.062
O -0.42 2.87 -6.07  0.098
O 1.45 2.62 -7.17  0.123
H -0.34 2.47 -3.71  0.028
H 3.35 2.00 -5.85  0.000
H 3.25 1.37 -1.60  0.069
C -1.93 1.21 1.13  -0.090
Si -1.98 1.07 -0.73  -0.001
C -3.48 1.89 -1.48  0.000
C -1.79 -0.70 -1.32  -0.013
C -0.57 -1.17 -1.83  -0.006
C -0.42 -2.49 -2.23  0.012
C -1.49 -3.37 -2.13  0.000
C -2.71 -2.92 -1.64  0.004
C -2.85 -1.60 -1.25  -0.004
H -1.91 2.26 1.43  -0.001
H -1.01 0.77 1.51  0.094
H -2.78 0.72 1.61  0.000
H -3.56 1.63 -2.54  0.000
H -3.40 2.97 -1.41  0.000
H -4.41 1.58 -0.99  0.001
H 0.27 -0.49 -1.93  0.007
H 0.52 -2.83 -2.62  0.000
H -1.37 -4.40 -2.44  0.000
H -3.55 -3.60 -1.57  0.000
H -3.82 -1.26 -0.87  -0.001
C -4.89 -1.58 3.92  -0.002
C -3.40 -1.36 3.88  0.000
C -2.77 -0.49 4.77  0.013
C -1.42 -0.27 4.57  0.002
N -0.75 -0.88 3.61  0.051
C -1.42 -1.75 2.83  -0.002
S -0.47 -2.49 1.57  0.250
N -2.72 -2.01 2.93  0.005
H -5.18 -2.01 4.88  0.000
H -5.18 -2.26 3.12  0.000
H -5.41 -0.63 3.81  0.000
H -3.32 0.00 5.55  0.001
H -0.86 0.42 5.20  -0.001

---

Entry 2:
# C4H12NO2

A cluster of 2 separate species, C4H12NO2 in total (ωB97M-V/def2-TZVPD, the Open Molecules 2025 dataset).

The HOMO energy is -14.078 eV. The total energy comes out at -364.59662 Eh. The lowest unoccupied orbital energy is -3.06 eV. As for the maximum force: 1.206 eV Å⁻¹. As for the charge: +1. The value obtained for the energy above the lowest of the compared OMol25 structures with the same formula, charge and spin is 24.2 kcal/mol.

Each line ends with the Löwdin charge.
Atoms and positions in Å:
C -0.76 1.19 -0.74  -0.134
C -1.76 0.07 -0.98  -0.160
C -1.17 -1.22 -1.54  -0.148
C -0.03 -1.78 -0.78  -0.188
O 0.29 -1.37 0.33  0.036
N -0.30 1.19 0.69  0.175
H 0.16 1.03 -1.31  0.140
H -1.03 2.21 -0.99  0.133
H -2.39 -0.12 -0.10  0.134
H -2.48 0.46 -1.72  0.132
H -1.94 -1.99 -1.57  0.141
H -0.90 -1.17 -2.60  0.137
H 0.54 -2.60 -1.21  0.141
H 0.09 0.24 0.89  0.116
H -1.10 1.30 1.32  0.170
H 0.41 1.87 0.95  0.175
H 4.26 1.02 3.24  0.034
H 4.26 -0.55 3.24  0.041
O 3.85 0.24 2.86  -0.073

---

Entry 3:
# C9H14

A cluster of 2 separate species, C9H14 in total (ωB97M-V/def2-TZVPD, the Open Molecules 2025 dataset).

The HOMO energy is -8.972 eV. The total energy comes out at -351.29377 Eh. The lowest unoccupied orbital energy is 1.02 eV. As for the maximum force: 1.782 eV Å⁻¹. As for the charge: 0. The value obtained for the energy above the lowest of the compared OMol25 structures with the same formula, charge and spin is 22.9 kcal/mol. The SMILES is Cc1ccccc1.CC.

Each line ends with the Löwdin charge.
Atoms and positions in Å:
C -1.10 2.54 -0.96  -0.064
C 0.38 0.73 -0.07  -0.063
C 0.20 2.08 -0.36  -0.279
C 1.43 0.29 0.74  -0.089
C 1.14 3.01 0.09  -0.053
C 2.37 1.19 1.18  -0.096
C 2.19 2.54 0.86  -0.098
H -0.13 0.00 -0.69  0.099
H 1.33 -0.77 0.95  0.096
H -1.70 3.08 -0.19  0.087
H -1.87 1.75 -1.01  0.074
H 1.09 4.10 0.09  0.111
H 3.20 0.96 1.83  0.099
H 2.85 3.28 1.31  0.100
H -1.07 3.16 -1.84  0.073
C -1.09 -2.84 0.04  -0.187
C -1.52 -4.17 -0.55  -0.164
H -0.78 -2.88 1.09  0.063
H -0.10 -2.54 -0.35  0.051
H -1.78 -2.01 -0.09  0.058
H -2.37 -4.08 -1.23  0.062
H -1.96 -4.79 0.23  0.060
H -0.68 -4.63 -1.06  0.061

---

Entry 4:
# C20H15N3O5S

The molecule C20H15N3O5S (ωB97M-V/def2-TZVPD, the Open Molecules 2025 dataset).

The HOMO energy is -8.537 eV. The total energy comes out at -1709.63323 Eh. The lowest unoccupied orbital energy is -0.57 eV. As for the maximum force: 4.789 eV Å⁻¹. As for the charge: 0. The value obtained for the energy above the lowest of the compared OMol25 structures with the same formula, charge and spin is 57.0 kcal/mol. The SMILES is COC(=O)/C=c1/s/c(=C(\C#N)C(=O)NCc2ccco2)n(-c2ccccc2)c1=O.

Each line ends with the Löwdin charge.
Atoms and positions in Å:
N 0.25 -1.26 -4.65  0.162
O 3.26 4.65 -0.78  0.116
O 2.45 1.96 1.17  0.147
O -2.02 0.86 -1.69  0.101
C 0.06 -0.82 -3.56  -0.210
O -2.04 -3.57 0.15  -0.033
O 5.26 3.92 0.08  -0.003
S 2.33 0.44 -2.35  1.119
C 4.12 3.78 -0.64  -0.483
C 2.05 1.76 0.04  -0.430
C -1.47 -0.23 -1.66  -0.507
C -2.27 -4.81 0.64  -0.116
C -3.56 -4.93 0.95  -0.079
C -4.22 -3.80 0.47  -0.041
C -3.28 -2.91 0.02  -0.190
C 3.90 2.57 -1.37  0.025
C -0.17 -0.20 -2.29  -0.203
C 2.88 1.68 -1.14  -0.334
C 0.84 0.42 -1.57  -0.406
C -1.68 -0.63 2.34  -0.082
C -0.70 -1.47 1.89  -0.086
C -1.81 0.70 2.07  -0.075
C 0.24 -0.87 1.13  0.001
C -0.85 1.31 1.39  -0.005
C 0.16 0.52 0.88  -0.230
N 0.91 0.99 -0.18  0.044
N -1.96 -1.44 -1.29  0.092
C 5.35 5.14 0.84  -0.050
C -3.37 -1.65 -0.85  -0.047
H -1.49 -5.44 0.92  0.106
H -3.94 -5.88 1.37  0.120
H -5.22 -3.67 0.11  0.116
H 4.57 2.39 -2.25  0.148
H -2.35 -1.07 3.07  0.115
H -0.71 -2.48 2.23  0.109
H -2.52 1.33 2.44  0.091
H 1.20 -1.29 0.70  0.157
H -0.96 2.36 1.28  0.132
H -1.41 -2.34 -1.43  0.184
H 5.71 5.94 0.34  0.053
H 5.78 5.09 1.89  0.118
H 4.34 5.49 1.15  0.099
H -4.07 -1.67 -1.73  0.150
H -3.60 -0.87 -0.16  0.104

---

Entry 5:
# C37H50IrN2O4PS2

A structure of composition C37H50IrN2O4PS2 (ωB97M-V/def2-TZVPD, the Open Molecules 2025 dataset).

As for the spin multiplicity: 5. Its expectation value of S² is 6.096. The HOMO energy (alpha / beta) is -7.403 / -7.951 eV. The total energy comes out at -3092.29692 Eh. The lowest unoccupied orbital energy (alpha / beta) is -0.37 / -1.49 eV. As for the maximum force: 2.194 eV Å⁻¹. As for the charge: 0. The value obtained for the energy above the lowest of the compared OMol25 structures with the same formula, charge and spin is 31.1 kcal/mol.

Each line ends with the Mulliken spin population.
Atoms and positions in Å:
Ir 0.19 0.94 0.57  1.258
C -0.29 0.88 -6.90  0.000
C 0.48 1.04 -5.63  0.002
C -0.06 0.60 -4.42  0.004
C 0.68 0.71 -3.26  -0.015
C 1.95 1.26 -3.29  0.007
C 2.48 1.75 -4.47  0.007
C 1.73 1.66 -5.64  -0.001
S 2.90 1.16 -1.79  0.016
O 3.97 2.13 -1.85  0.022
O 3.23 -0.23 -1.63  0.001
N 1.89 1.55 -0.57  0.247
C 1.62 2.94 -0.33  0.014
C -1.03 3.05 -0.44  0.045
O -1.92 3.55 0.58  0.075
O -1.31 1.81 -0.79  0.105
H -0.97 0.01 -6.85  0.000
H 0.40 0.75 -7.76  0.000
H -0.91 1.78 -7.11  0.000
H -1.05 0.14 -4.40  0.001
H 0.27 0.39 -2.29  0.043
H 3.48 2.20 -4.47  -0.001
H 2.13 2.04 -6.58  0.000
H 1.60 3.54 -1.25  -0.008
H 2.37 3.36 0.35  0.011
C -0.83 3.81 -2.91  0.003
C -0.87 4.14 -1.47  0.430
C -0.74 5.42 -0.95  -0.088
C -0.80 5.65 0.41  0.502
C -1.12 4.51 1.33  0.026
C -1.75 4.94 2.60  0.398
C -1.23 4.58 3.80  -0.114
C -0.19 3.64 3.93  0.399
C 0.36 3.06 2.78  -0.129
S 1.10 1.48 2.81  0.176
C 0.09 3.63 1.55  0.311
N 0.33 2.95 0.36  0.018
H -0.83 4.74 -3.53  0.007
H -1.70 3.19 -3.20  0.022
H 0.06 3.22 -3.16  0.035
H -0.60 6.27 -1.63  0.011
H -0.65 6.64 0.84  0.002
H -2.64 5.58 2.53  0.009
H -1.69 4.96 4.73  -0.003
H 0.08 3.24 4.91  0.014
C 0.11 -4.62 -2.36  0.000
C -0.62 -4.95 -1.06  0.000
C -0.09 -4.11 0.09  0.001
C 0.17 -2.65 -0.34  0.002
C -0.65 -2.33 -1.59  -0.009
C -0.13 -3.15 -2.76  -0.001
P 0.01 -1.36 0.99  0.013
C -1.62 -1.66 1.84  0.010
C -1.79 -0.57 2.91  0.098
C -3.11 -0.72 3.68  0.006
C -4.20 -1.37 2.83  -0.003
C -4.04 -0.96 1.38  0.002
C -2.74 -1.53 0.80  -0.018
C 1.34 -1.78 2.22  0.034
C 1.24 -3.06 3.04  -0.001
C 2.36 -3.07 4.08  -0.001
C 3.73 -2.93 3.43  0.000
C 3.81 -1.67 2.58  0.003
C 2.70 -1.68 1.53  -0.010
H -0.20 -5.30 -3.17  0.000
H 1.20 -4.79 -2.20  0.000
H -0.50 -6.02 -0.82  0.000
H -1.71 -4.80 -1.20  0.000
H 0.86 -4.56 0.45  0.000
H -0.80 -4.15 0.93  0.000
H 1.24 -2.54 -0.66  0.003
H -0.59 -1.26 -1.81  0.004
H -1.72 -2.57 -1.42  -0.001
H 0.82 -2.70 -3.13  0.000
H -0.85 -3.11 -3.60  0.000
H -1.64 -2.66 2.33  -0.005
H -1.77 0.41 2.39  -0.053
H -0.94 -0.58 3.61  0.034
H -3.44 0.29 4.01  0.000
H -2.95 -1.30 4.61  0.001
H -5.20 -1.10 3.21  0.000
H -4.12 -2.48 2.90  0.000
H -4.02 0.16 1.32  -0.001
H -4.90 -1.29 0.78  0.000
H -2.40 -0.87 -0.02  0.021
H -2.95 -2.53 0.36  0.002
H 1.28 -0.93 2.94  -0.002
H 1.36 -3.96 2.39  0.000
H 0.26 -3.15 3.54  -0.001
H 2.31 -4.00 4.67  0.000
H 2.20 -2.22 4.79  0.000
H 3.91 -3.82 2.78  0.000
H 4.52 -2.93 4.20  0.000
H 4.79 -1.61 2.08  0.000
H 3.71 -0.77 3.22  0.001
H 2.85 -2.56 0.86  0.001
H 2.75 -0.78 0.91  0.006

---

Entry 6:
# C5H6O

The molecule C5H6O (ωB97M-V/def2-TZVPD, the Open Molecules 2025 dataset).

The HOMO energy is -9.344 eV. The total energy comes out at -269.20593 Eh. The lowest unoccupied orbital energy is 1.07 eV. As for the maximum force: 0.801 eV Å⁻¹. As for the charge: 0. The value obtained for the energy above the lowest of the compared OMol25 structures with the same formula, charge and spin is 88.0 kcal/mol. The SMILES is CC#C[C@H]1CO1.

Each line ends with the Löwdin charge.
Atoms and positions in Å:
C 1.55 -1.27 -0.74  -0.074
C 0.18 -1.16 -0.32  -0.068
C -0.98 -0.88 -0.06  0.017
C -1.40 0.52 0.01  -0.300
C -0.87 1.34 1.11  -0.134
O -0.23 1.37 -0.14  -0.068
H 1.67 -0.76 -1.71  0.094
H 2.22 -0.79 -0.02  0.091
H 1.81 -2.32 -0.85  0.081
H -2.26 0.85 -0.56  0.134
H -0.36 0.82 1.92  0.120
H -1.34 2.28 1.36  0.108

---

Entry 7:
# H32O16

A cluster of 16 separate species, H32O16 in total (ωB97M-V/def2-TZVPD, the Open Molecules 2025 dataset).

The HOMO energy is -10.694 eV. The total energy comes out at -1223.02301 Eh. The lowest unoccupied orbital energy is 0.00 eV. As for the maximum force: 3.219 eV Å⁻¹. As for the charge: 0. The value obtained for the energy above the lowest of the compared OMol25 structures with the same formula, charge and spin is 110.3 kcal/mol.

Each line ends with the Löwdin charge.
Atoms and positions in Å:
O -1.26 1.82 1.55  -0.029
H -0.75 2.37 2.14  0.026
H -2.15 2.10 1.79  0.070
O 0.35 0.44 -2.46  -0.029
H 0.29 0.88 -3.29  0.074
H 0.25 -0.49 -2.65  0.035
O -0.32 3.56 -0.45  -0.032
H 0.00 2.71 -0.24  -0.037
H 0.41 4.09 -0.76  0.035
O 3.14 0.81 -2.29  -0.060
H 2.19 0.81 -2.27  -0.038
H 3.36 0.32 -3.10  0.055
O -1.94 1.34 -1.49  -0.053
H -1.11 0.90 -1.71  -0.019
H -2.33 1.58 -2.33  0.055
O -3.00 -1.45 -0.06  -0.031
H -3.71 -1.50 0.58  0.072
H -3.03 -2.39 -0.21  0.050
O -4.22 1.28 0.30  -0.020
H -4.60 1.76 -0.39  0.009
H -3.42 1.05 -0.12  -0.043
O -0.18 -0.45 0.47  -0.065
H -0.74 0.32 0.67  0.032
H 0.54 0.01 0.07  0.011
O 2.98 -1.57 0.57  -0.035
H 3.40 -2.41 0.43  0.052
H 2.47 -1.67 1.35  -0.008
O 1.31 2.48 2.81  -0.065
H 1.51 3.41 2.59  0.059
H 1.38 2.08 1.94  -0.052
O 0.41 -3.13 0.30  -0.034
H -0.48 -3.50 0.36  0.038
H 0.41 -2.21 0.34  -0.046
O -1.17 -1.95 -1.99  -0.058
H -1.76 -1.59 -1.29  -0.004
H -0.70 -2.69 -1.60  0.009
O 1.88 -2.01 -2.09  -0.062
H 2.03 -2.86 -1.68  0.030
H 2.33 -1.33 -1.56  0.010
O 1.89 1.54 0.45  -0.047
H 2.18 2.37 -0.01  0.103
H 2.71 1.09 0.66  0.080
O -1.34 -2.03 2.52  -0.023
H -1.78 -2.84 2.72  0.023
H -1.57 -1.74 1.64  -0.018
O 1.40 -0.72 2.76  -0.032
H 2.02 -0.02 2.89  0.027
H 0.72 -0.56 2.11  -0.018

---

Entry 8:
# C4H8NO3

A cluster of 2 separate species, C4H8NO3 in total (ωB97M-V/def2-TZVPD, the Open Molecules 2025 dataset).

The HOMO energy is -4.446 eV. The total energy comes out at -437.78515 Eh. The lowest unoccupied orbital energy is 3.89 eV. As for the maximum force: 1.851 eV Å⁻¹. As for the charge: -1. The value obtained for the energy above the lowest of the compared OMol25 structures with the same formula, charge and spin is 12.8 kcal/mol.

Each line ends with the Löwdin charge.
Atoms and positions in Å:
C 1.68 -0.09 0.91  -0.026
C 0.98 -0.95 1.91  -0.605
O 1.54 -1.89 2.48  -0.031
N -0.28 -0.59 2.25  0.157
H -0.81 -1.09 2.93  0.097
H -0.62 0.29 1.89  0.078
H 2.23 -0.64 0.15  0.079
H 2.35 0.60 1.44  0.079
H 0.98 0.52 0.32  0.052
C -1.31 0.08 -2.49  -0.049
C -0.94 1.13 -1.41  -0.778
O -0.75 2.29 -1.83  -0.082
O -0.85 0.70 -0.24  -0.124
H -0.37 -0.31 -2.89  0.054
H -1.81 0.59 -3.31  0.049
H -2.00 -0.66 -2.09  0.051